[1]
Formula: C32H89F3N13O13S
Source: OMol25
Level of theory: ωB97M-V/def2-TZVPD

Computed properties:
Total charge = -2
Spin multiplicity = 2
HOMO (spin up / spin down) = 2.232 / -4.860 eV
⟨S²⟩ = 0.751

Structure (XYZ):
```
151
Properties=species:S:1:pos:R:3:lowdin_spin:R:1
H -0.083 -1.190 6.317 0.000
C -0.482 1.388 7.087 0.001
H 7.339 4.596 -0.867 0.003
H 1.649 4.797 3.229 0.028
C -4.515 -0.748 -3.449 0.000
H -5.771 1.774 -0.765 0.000
C 0.805 -0.614 6.575 0.001
H 1.739 -4.929 3.680 0.000
O 2.893 0.553 -4.518 0.005
H 6.342 5.986 -4.212 0.041
N -5.359 -2.040 -3.368 0.000
H 0.831 -2.918 2.913 0.000
N 3.297 -7.030 3.474 0.000
C -2.968 -1.128 -3.541 0.001
H -4.237 0.821 0.923 0.000
N 1.001 4.022 3.220 0.007
O -4.136 2.754 0.208 0.002
H 0.623 -0.756 3.875 0.000
C 2.150 -5.068 2.680 0.000
F 0.454 -0.308 -1.558 0.001
H 0.237 -2.726 1.231 0.000
C 4.562 2.133 -1.503 0.024
H 5.570 3.063 -3.681 0.005
H 3.089 -4.514 2.645 0.000
H -1.735 -1.126 1.814 0.000
H -0.645 -0.779 -6.084 0.001
H -2.548 -1.856 -2.846 0.000
H 5.343 -2.245 1.179 0.000
C -4.656 2.363 -3.290 0.002
C -6.908 1.144 2.129 0.000
C -6.139 1.934 1.077 0.000
H -5.728 2.220 -3.153 0.000
H 2.690 -0.598 -0.080 0.000
H -5.576 -5.904 1.534 0.000
H -2.706 -1.508 -4.528 0.000
O 1.329 -4.481 1.595 0.000
H 6.723 6.134 -1.634 0.031
H -3.312 -2.714 -0.859 0.000
H 1.681 -0.816 -3.878 0.000
H 0.573 -7.231 3.375 0.000
N 2.218 -2.481 5.706 0.000
C 1.606 -0.051 -4.652 0.001
H -6.660 0.599 -0.221 0.000
H -6.601 1.389 3.146 0.000
C -2.585 -2.498 -0.076 0.001
H -0.682 4.240 -0.145 0.002
C 1.912 -1.064 5.617 0.001
O 5.798 2.822 -1.635 0.020
H -4.444 -3.218 2.865 0.000
S 0.446 0.991 0.722 0.030
C -4.966 0.279 -4.461 0.001
H -0.275 1.194 8.139 0.000
C 5.768 3.668 -2.797 0.050
N 4.521 -1.823 0.770 0.001
H -0.221 1.677 4.765 0.000
O -5.185 -3.836 1.144 0.000
C -0.170 5.131 -1.739 0.064
O 0.416 2.393 1.131 0.010
H 2.553 2.596 -4.395 0.016
H 8.025 3.895 -3.123 0.001
H 3.778 2.880 -1.380 0.024
C 4.332 -1.822 -0.556 0.002
H 1.966 0.342 3.948 0.000
C 3.027 1.845 -5.028 0.043
O -1.231 5.105 -2.324 0.024
H 1.188 -0.861 7.566 0.000
H -4.668 -0.198 -2.521 0.000
H -1.433 0.989 6.734 0.000
C 2.383 -6.541 2.431 0.000
H 0.592 6.310 -3.122 0.041
H -3.897 -1.359 1.153 0.000
H -2.309 -0.278 -3.364 0.000
H 1.018 4.827 -0.286 0.067
H -2.202 2.251 0.626 0.000
H -4.340 1.850 2.196 0.000
H -6.252 3.016 1.139 0.000
H 2.756 -7.363 4.259 0.000
H 1.554 0.231 -6.744 0.002
N -2.254 -1.899 2.204 0.000
H -6.939 0.070 1.947 0.000
C -4.662 1.797 1.156 0.001
C -2.867 3.107 0.512 0.003
H 2.636 1.962 -6.038 0.009
H 0.874 3.422 2.418 0.002
H -1.787 -3.238 -0.009 0.000
H -2.095 -1.544 -0.274 0.000
H -4.152 1.960 -2.412 0.000
H 2.963 -6.699 1.522 0.000
N 0.047 4.798 -0.565 0.028
C 1.051 -3.088 1.859 0.000
C 7.448 5.321 -1.674 0.044
C 0.768 3.307 4.279 0.006
O 1.134 3.656 5.392 0.005
H 2.711 -2.342 -5.823 0.000
H 4.400 1.400 -2.294 0.001
N 0.109 2.219 3.979 0.000
C -4.028 -3.450 1.885 0.001
H -2.811 3.712 1.416 0.001
H 3.864 -1.327 1.354 0.000
O -0.744 0.213 1.133 0.001
H 4.110 1.957 -4.982 0.007
C -3.282 -2.247 1.292 0.000
C 1.116 -7.426 2.450 0.001
H -4.973 -0.184 -5.448 0.000
O 4.957 -2.430 -1.397 0.001
H -3.454 -4.369 2.004 0.000
H 2.807 -0.494 5.867 0.000
H 0.208 1.870 3.036 0.000
H -5.433 -2.380 -4.316 0.000
N 7.131 5.370 -4.080 0.020
H 3.760 -7.838 3.084 0.000
H 8.383 5.880 -1.663 0.004
O 1.745 0.286 0.961 0.002
H -1.744 -2.761 2.070 0.000
N 2.746 -1.472 -6.335 0.001
H 0.721 0.533 -4.401 0.002
F -0.960 1.490 -1.552 0.001
C 1.568 -0.622 -6.065 0.003
C 0.256 0.969 -1.190 0.002
H -6.861 -4.922 1.129 0.000
F 1.183 1.715 -1.714 0.005
H 4.612 1.560 -0.577 0.002
H 7.027 4.836 -4.931 0.015
O -4.308 1.517 -4.418 0.004
H -4.370 3.405 -3.438 0.001
C 1.672 -0.685 4.163 0.001
C 0.225 -1.382 -6.342 0.003
H -0.500 2.469 6.948 0.000
H 4.923 4.342 -2.651 0.042
H 0.232 -1.658 -7.397 0.000
H 2.484 -2.805 6.625 0.000
O 0.752 0.811 6.609 0.000
H -2.478 3.603 -0.377 0.001
H 0.234 -2.354 -5.849 0.000
H 0.521 -7.213 1.562 0.000
H 1.356 -2.954 5.475 0.000
H 2.533 -1.555 -1.397 0.000
H 2.163 -1.378 3.479 0.000
H -6.014 0.406 -4.190 0.000
H -4.998 -2.873 -2.925 0.000
H 3.566 -0.998 -5.985 0.001
C -5.927 -4.884 1.689 0.001
N 0.862 5.682 -2.379 0.077
H -7.961 1.425 2.129 0.000
N -6.588 1.606 -0.195 0.000
N 3.198 -1.163 -0.745 0.000
H -6.142 -4.892 2.758 0.000
H 1.741 5.763 -1.888 0.124
H 1.938 -2.487 1.660 0.000
H 1.319 -8.493 2.363 0.000
C 7.127 4.482 -2.930 0.015
```


[2]
Formula: C32H90AsF6N8O9
Source: OMol25
Level of theory: ωB97M-V/def2-TZVPD

Computed properties:
Total charge = -1
Energy relative to the best compared isomer or geometry (same formula, charge and spin) = 0.0 kcal per mole
HOMO = -6.838 eV

Structure (XYZ):
```
146
Properties=species:S:1:pos:R:3:lowdin_charge:R:1
H 2.366 -3.889 -3.882 0.120
F -2.077 0.941 0.025 -0.271
C -0.492 1.302 -3.964 -0.067
H -0.427 -3.225 1.769 0.087
C 1.201 -3.099 6.686 -0.411
C 2.234 -3.666 1.929 -0.159
H -6.200 -5.720 -1.319 0.076
H -4.179 2.390 5.783 0.075
H 0.441 -0.071 3.963 0.069
H 0.024 3.845 -4.789 0.112
H 5.722 -1.783 -0.774 0.046
H 1.187 6.436 -2.995 0.080
C 0.171 -2.765 -2.846 -0.129
O 4.160 0.164 -1.239 -0.213
F 1.061 0.010 1.557 -0.278
C -4.798 2.667 2.317 -0.162
O -3.275 -4.204 -0.744 -0.199
H -2.787 3.516 4.749 0.056
H -1.286 2.580 -2.337 0.118
H 8.355 -0.174 -3.059 0.069
C 0.175 6.301 -3.376 -0.124
C 0.213 -3.372 7.809 -0.074
H -5.415 3.563 2.388 0.124
C 6.415 -0.178 -2.011 -0.427
H 0.278 -1.681 -2.874 0.066
H 1.119 -1.601 -6.966 0.083
N 2.519 -2.668 7.295 0.033
N 6.438 -1.501 -1.429 0.046
H -3.830 -6.112 -0.618 0.129
H 2.165 0.090 -0.846 0.061
H 6.867 0.499 -1.286 0.136
H -4.368 0.262 1.145 0.049
H -5.802 -0.526 1.704 0.089
H -1.168 0.449 -3.914 0.070
O 1.149 -4.530 1.639 -0.187
H 2.386 -1.667 7.263 0.056
H -5.685 -7.074 0.828 0.081
O -5.688 1.552 2.144 -0.200
H 0.304 6.401 -4.454 0.073
F -0.698 1.896 1.832 -0.263
C -3.921 -5.233 0.020 -0.180
H -0.762 5.403 1.448 0.077
H 1.817 -3.179 2.811 0.096
H -0.728 -4.822 0.978 0.087
H 3.614 -1.106 -6.175 0.064
C -1.086 2.664 -3.405 -0.379
H -4.407 -0.014 2.793 0.071
O -0.538 5.092 -3.129 -0.216
H 2.607 -4.052 -0.895 0.066
H 2.293 8.840 -0.903 0.086
C 4.994 0.195 -2.380 -0.198
C -2.993 -2.961 -0.125 -0.108
H 0.707 9.374 -1.525 0.084
C -0.660 5.353 0.364 -0.035
H 0.020 -3.673 0.071 0.068
H 0.966 9.458 0.150 0.085
C -4.746 2.609 4.878 -0.067
H 4.247 -3.518 -0.349 0.066
H 1.567 -2.180 0.564 0.081
H 6.966 -0.944 -4.000 0.076
H -1.273 -0.522 4.459 0.078
C -0.279 -0.203 4.771 -0.107
H -0.205 -2.410 8.104 0.069
H 4.555 -0.636 -2.932 0.112
H 7.245 -1.546 -0.824 0.074
H 4.911 1.139 -2.918 0.133
H 0.804 3.617 0.864 0.022
H 0.615 -3.818 8.719 0.071
C 2.140 -1.961 -5.001 -0.441
C 1.219 8.849 -0.718 -0.125
H -5.737 -4.196 -1.325 0.077
C 7.290 -0.183 -3.290 -0.065
H -0.233 1.331 -5.023 0.058
H -0.787 -2.979 -2.372 0.081
H -6.849 -5.948 1.671 0.075
H 3.366 -2.423 -1.249 0.050
C -5.406 -4.981 0.354 -0.499
C 1.481 6.709 0.128 -0.209
O 0.322 -3.408 -4.082 -0.163
N -6.229 -4.877 -0.764 0.040
H -2.115 3.321 3.260 0.052
N -2.941 3.622 3.756 0.051
H -2.729 -3.000 0.932 0.081
N 1.545 4.288 0.721 0.054
H -0.442 0.821 5.108 0.083
C -3.928 2.606 3.592 -0.475
H 3.137 -4.177 2.263 0.123
H 0.200 -1.257 -5.607 0.071
F -1.287 -0.591 1.923 -0.262
O -4.062 0.321 -1.290 -0.070
H -3.814 0.474 -2.202 0.022
H 1.506 -4.059 6.268 0.124
H -1.268 6.088 -0.165 0.074
H -5.396 -6.039 2.280 0.074
H -0.683 -3.909 7.496 0.071
C 0.753 -2.275 5.463 -0.191
H 1.500 -0.155 -6.060 0.072
H -3.229 0.237 -0.826 -0.041
H -1.150 4.404 0.149 0.064
H -0.483 7.137 -3.138 0.089
H 3.574 -0.866 0.338 0.013
H 2.519 6.707 -0.204 0.121
C 2.843 0.446 -1.622 -0.115
O 0.260 -0.992 5.813 -0.199
H 0.920 3.641 -3.243 0.114
H 4.115 -2.122 -4.945 0.057
H 2.927 -0.853 1.645 0.035
H -2.748 3.578 -3.626 0.066
H 1.660 -2.117 4.879 0.113
H -0.079 -2.809 5.004 0.129
H 1.785 -4.018 -5.424 0.120
H -3.897 -2.362 -0.235 0.080
C 3.212 -3.224 -0.526 -0.046
H 0.869 4.950 -1.061 0.105
C -5.840 -6.097 1.287 -0.071
O 0.696 7.560 -0.663 -0.215
H -5.312 3.522 5.061 0.079
H -3.398 -5.327 0.972 0.114
H 2.722 1.527 -1.689 0.087
C 0.855 5.341 -0.044 -0.414
H -5.560 -4.008 0.821 0.138
N 3.442 -1.970 -5.682 0.032
C -0.028 -3.997 1.111 -0.122
F -0.353 -0.855 -0.390 -0.253
N 3.473 -1.512 1.108 0.040
H -3.443 1.633 3.515 0.111
H 0.409 0.884 -3.516 0.049
H -2.147 -2.435 -0.568 0.058
As -0.504 0.489 0.754 0.946
C 1.716 -3.347 -4.568 -0.149
C 1.231 -1.206 -5.957 -0.061
H 7.250 0.802 -3.755 0.065
F 0.374 1.538 -0.440 -0.275
H -4.174 2.623 1.425 0.118
H 2.532 0.038 -2.584 0.066
H 2.321 -1.377 -4.099 0.095
H -2.041 3.088 -5.013 0.059
H 3.164 -2.869 6.544 0.053
H -5.555 1.887 4.771 0.074
C -0.054 3.810 -3.702 -0.135
H 0.895 -3.001 -2.066 0.060
N -2.386 2.773 -4.117 0.043
C -5.077 0.243 1.973 -0.078
H 1.441 6.964 1.187 0.130
H 2.071 3.886 -0.041 0.056
C 2.528 -2.644 0.785 -0.354
```


What are the largest force on an atom values for these records? In order: 6.88; 2.41 eV/Å.
What are the E_tot values for these records? In order: -3660.2227; -5223.3478 hartree.